A cluster of 2 separate species, C6H14N2O2 in total in a non-equilibrium geometry. Source: the OMol25 dataset; level of theory: wB97M-V/def2-TZVPD.

- gap between HOMO and LUMO (eV) = 10.2
- largest force on an atom (Eh/bohr) = 0.1281
- LUMO (eV) = 0.68
- SMILES = CNC(C)=O.CNC(C)=O
- net charge = 0
- HOMO energy (eV) = -9.50

Each line ends with the Löwdin charge.
Atoms and positions in Å:
C: 0.42 -2.91 -0.60  -0.009
C: -0.56 0.33 -2.44  -0.064
C: 0.55 -1.50 -1.36  -0.566
O: 1.61 -0.99 -1.48  0.071
N: -0.71 -1.06 -1.86  0.024
H: 0.49 -2.62 0.48  0.044
H: -1.54 -1.44 -1.60  0.070
H: 0.33 0.78 -1.92  0.062
H: -0.62 -3.31 -0.62  0.066
H: 1.17 -3.65 -1.08  0.106
H: -0.10 0.15 -3.42  0.080
H: -1.49 0.94 -2.46  0.094
C: 0.41 3.22 1.14  -0.028
C: -0.41 -0.62 1.92  -0.017
C: -0.24 0.85 2.10  -0.510
O: -0.62 1.23 3.19  0.040
N: 0.54 1.66 1.17  0.024
H: 0.94 1.21 0.35  0.090
H: -0.31 3.61 1.86  0.084
H: 1.28 3.68 1.40  0.024
H: 0.52 -0.89 1.31  0.079
H: 0.17 3.40 0.08  0.079
H: -0.58 -1.28 2.68  0.055
H: -1.24 -0.78 1.17  0.100

=====

A cluster of 2 separate species, C6H14N2O2 in total in a non-equilibrium geometry. Source: the OMol25 dataset; level of theory: wB97M-V/def2-TZVPD.

- gap between HOMO and LUMO (eV) = 9.4
- largest force on an atom (Eh/bohr) = 0.0573
- LUMO (eV) = 0.51
- SMILES = CNC(C)=O.CNC(C)=O
- net charge = 0
- HOMO energy (eV) = -8.89

Each line ends with the Löwdin charge.
Atoms and positions in Å:
C: 1.71 -0.96 2.46  0.006
C: -0.26 -2.97 -0.09  -0.069
C: 0.99 -1.29 1.17  -0.557
O: 0.85 -0.49 0.30  0.047
N: 0.50 -2.55 1.10  0.002
H: 1.71 0.09 2.60  0.069
H: 0.72 -3.26 1.83  0.153
H: 0.35 -2.88 -0.97  0.077
H: 1.28 -1.42 3.33  0.069
H: 2.77 -1.27 2.40  0.100
H: -0.60 -4.00 0.02  0.079
H: -1.17 -2.34 -0.23  0.100
C: 0.09 1.42 -2.79  -0.078
C: -1.50 2.40 0.50  -0.022
C: -1.14 2.46 -0.96  -0.590
O: -1.58 3.34 -1.70  0.017
N: -0.33 1.48 -1.39  -0.006
H: -0.05 0.72 -0.74  0.083
H: 0.50 2.37 -3.09  0.065
H: -2.34 3.16 0.70  0.103
H: 0.86 0.68 -2.89  0.060
H: -0.86 1.25 -3.51  0.131
H: -1.83 1.39 0.77  0.076
H: -0.66 2.69 1.17  0.084

=====

Number 1: total energy -496.95890 Ha. Number 2: total energy -497.03208 Ha.